C34H35BrF6IrN6O5S2SbSe | wB97M-V/def2-TZVPD

Positions of all 92 atoms, in Å:
1 Ir -0.8136 0.4619 0.1390
2 F -4.3175 2.1943 3.1940
3 C -3.5314 1.2321 3.6553
4 F -3.5577 1.2210 4.9748
5 F -3.9356 0.0571 3.1886
6 S -1.8028 1.5542 3.0997
7 O -1.9060 1.5565 1.6188
8 O -1.4377 2.8021 3.6713
9 N -0.9725 0.3681 3.6772
10 S -0.4563 -0.9097 2.9365
11 O 0.9524 -1.0681 3.0377
12 O -1.0839 -1.0647 1.5988
13 C -1.2286 -2.3214 3.8603
14 F -2.5116 -2.0863 4.0787
15 F -1.0939 -3.4161 3.1227
16 F -0.5944 -2.4704 5.0074
17 Br 2.4715 6.4733 -11.0458
18 C 2.0553 5.5884 -9.4336
19 C 1.1868 6.1853 -8.5342
20 C 0.8944 5.5277 -7.3513
21 C 1.4526 4.2854 -7.0818
22 C 2.3290 3.6965 -7.9913
23 C 2.6315 4.3502 -9.1685
24 N 1.0648 3.6937 -5.8472
25 N 1.4684 2.5336 -5.6848
26 C 1.0805 1.8817 -4.4941
27 C 1.4709 0.5579 -4.4573
28 C 1.1746 -0.3114 -3.4040
29 C 0.4763 0.1681 -2.3207
30 O 0.1583 -0.5734 -1.2717
31 C 0.0810 1.5342 -2.3254
32 N -0.6039 1.9293 -1.2079
33 C -1.0186 3.1710 -1.0732
34 C -0.7702 4.1148 -2.0742
35 C -0.0946 3.7521 -3.2107
36 C 0.3631 2.4219 -3.3836
37 H 0.7518 7.1493 -8.7551
38 H 0.2224 5.9705 -6.6278
39 H 2.7696 2.7359 -7.7674
40 H 3.3132 3.9091 -9.8817
41 H 2.0278 0.1930 -5.3098
42 H 1.4916 -1.3454 -3.4239
43 H -1.5503 3.4134 -0.1616
44 H -1.1204 5.1272 -1.9360
45 H 0.0992 4.4719 -3.9883
46 C 3.4996 -4.0577 2.3880
47 C 2.3283 -4.7736 1.7196
48 Sb 1.3696 -3.5104 0.2580
49 C 2.4073 -4.2613 -1.4786
50 C 3.7727 -3.6108 -1.6777
51 C -0.4048 -4.6952 -0.0966
52 C -0.2472 -6.1920 0.1447
53 H 3.9804 -4.6892 3.1371
54 H 3.1699 -3.1422 2.8844
55 H 4.2662 -3.7771 1.6617
56 H 1.5753 -5.0452 2.4623
57 H 2.6488 -5.6991 1.2386
58 H 1.7599 -4.0735 -2.3388
59 H 2.5017 -5.3445 -1.3850
60 H 3.6821 -2.5295 -1.8129
61 H 4.2880 -4.0098 -2.5534
62 H 4.4244 -3.7762 -0.8172
63 H -0.6684 -4.4994 -1.1395
64 H -1.2136 -4.2840 0.5107
65 H 0.5821 -6.6058 -0.4316
66 H -1.1482 -6.7377 -0.1424
67 H -0.0534 -6.4102 1.1954
68 C 4.8336 2.1736 2.5863
69 C 3.5148 1.8145 1.9784
70 C 2.3805 2.5986 2.1707
71 C 1.1769 2.2133 1.6258
72 N 1.0382 1.0835 0.9149
73 C 2.1276 0.3285 0.7001
74 C 3.3617 0.6673 1.2071
75 H 4.8516 3.2080 2.9221
76 H 5.6455 2.0165 1.8772
77 H 5.0242 1.5336 3.4500
78 H 2.4242 3.5115 2.7485
79 H 0.2953 2.8265 1.7588
80 H 1.9747 -0.5771 0.1327
81 H 4.2020 0.0154 1.0071
82 Se -2.7297 -0.4199 -1.0331
83 C -4.2891 -0.3222 0.0611
84 C -4.8416 -1.4930 0.5565
85 C -6.0192 -1.3835 1.2844
86 N -6.6470 -0.2324 1.4992
87 C -6.1053 0.8730 1.0027
88 C -4.9168 0.8922 0.2840
89 H -4.3835 -2.4591 0.3929
90 H -6.4825 -2.2699 1.7017
91 H -6.6370 1.7982 1.1930
92 H -4.5147 1.8260 -0.0853

As for the charge: +1. The LUMO energy (spin up / spin down) comes out at -3.507 / -5.890 eV. The calculation puts the HOMO energy (spin up / spin down) at -10.2 / -10.2 eV. The multiplicity is 2.

***

C34H35FeN4O9Sb2 | wB97M-V/def2-TZVPD

Positions of all 85 atoms, in Å:
1 Fe 0.9439 -0.4311 0.2080
2 C 3.9627 -2.2268 -3.6712
3 O 2.4866 -2.2995 -3.8034
4 C 1.9455 -3.2758 -2.9791
5 C 1.8890 -4.6156 -3.3403
6 C 1.3683 -5.5488 -2.4315
7 C 0.9823 -5.1727 -1.1512
8 C 1.1357 -3.8358 -0.7083
9 C 0.8879 -3.5262 0.6789
10 N 1.1135 -2.3486 1.2507
11 N 1.2315 -2.2502 2.5842
12 C 1.7203 -1.0099 2.8494
13 O 2.0564 -0.1531 1.9571
14 C 1.7921 -0.6331 4.3174
15 C 2.2120 0.6702 4.5844
16 C 2.0488 1.2431 5.8461
17 C 1.5097 0.4936 6.8766
18 C 1.1972 -0.8395 6.6502
19 C 1.3667 -1.4477 5.3788
20 C 1.5357 -2.8218 -1.6501
21 O 1.6551 -1.5104 -1.3989
22 H 4.2660 -1.2847 -4.1015
23 H 4.2524 -2.2609 -2.5835
24 H 4.3878 -3.0866 -4.2062
25 H 2.2504 -4.9339 -4.3146
26 H 1.2588 -6.5779 -2.7178
27 H 0.4880 -5.9354 -0.5283
28 H 0.5317 -4.3440 1.3111
29 H 2.6714 1.2794 3.7946
30 H 2.3074 2.2727 6.0527
31 H 1.4498 0.9165 7.8600
32 H 0.7917 -1.4518 7.4420
33 H 1.1076 -2.5045 5.3014
34 C -3.7243 -0.2956 -1.7012
35 Sb -1.6134 -0.7166 -2.0765
36 C -2.0911 -2.5532 -3.1976
37 C -1.5415 1.2297 -3.2508
38 C -0.3596 1.3024 -4.0354
39 C -0.2403 0.4529 -5.1500
40 C 0.9469 0.3389 -5.8774
41 C 2.0911 1.0471 -5.5102
42 C 1.9963 1.9552 -4.4484
43 C 0.7773 2.1237 -3.7188
44 C 0.7923 3.1710 -2.6717
45 Sb 1.7243 2.2900 -0.7912
46 C 3.8767 2.3220 -0.8055
47 C 1.1005 3.3204 1.0933
48 H -4.3073 -0.2427 -2.6485
49 H -3.7567 0.6332 -1.1090
50 H -4.0756 -1.0855 -1.0184
51 H -3.1157 -2.8252 -2.9418
52 H -1.3359 -3.3136 -2.8840
53 H -1.9827 -2.3585 -4.2418
54 H -1.6348 2.0173 -2.4524
55 H -2.4356 1.1421 -3.9156
56 H -1.1356 -0.1117 -5.4678
57 H 1.0091 -0.2957 -6.7499
58 H 3.0085 0.9271 -6.0301
59 H 2.8825 2.5668 -4.1899
60 H -0.2053 3.5067 -2.3486
61 H 1.4652 4.0026 -2.9389
62 H 4.1711 3.0137 -0.0211
63 H 4.1582 2.6977 -1.7978
64 H 4.2487 1.3320 -0.6355
65 H 1.8478 4.0741 1.3533
66 H 1.0028 2.5915 1.8862
67 H 0.1585 3.8323 0.8301
68 O -2.3404 -1.0922 1.0802
69 C -1.8280 0.0135 1.3217
70 O -0.6178 0.3952 0.9907
71 C -2.6824 0.9772 2.1209
72 C -2.5984 2.3657 2.1740
73 C -3.3866 3.0621 3.1315
74 C -4.3189 2.5367 3.9687
75 C -4.5608 1.2029 3.7317
76 C -3.7352 0.4237 2.8729
77 N -5.6669 0.6048 4.4302
78 O -6.3864 1.3795 5.0815
79 O -5.9081 -0.6091 4.2870
80 N -3.2769 4.4761 3.2597
81 O -2.4138 5.0661 2.5701
82 O -4.0207 5.0980 4.0605
83 H -1.9533 2.9278 1.4900
84 H -4.9305 3.1849 4.6508
85 H -3.8811 -0.6540 2.8836

As for the charge: -1. The LUMO energy (spin up / spin down) comes out at 0.693 / 0.693 eV. The calculation puts the HOMO energy (spin up / spin down) at -4.3 / -4.4 eV. The multiplicity is 5.

***

C34H35N7S2Ti | wB97M-V/def2-TZVPD

Positions of all 79 atoms, in Å:
1 Ti 0.2189 0.3274 -0.1796
2 C 1.9107 2.7334 1.2336
3 N 0.7129 2.5434 0.3726
4 C 0.9339 3.3535 -0.8642
5 C -0.4591 3.0709 1.0666
6 C -0.5561 4.3840 1.5038
7 C -1.7138 4.8080 2.1347
8 C -2.7667 3.9227 2.3239
9 C -2.6677 2.6123 1.8923
10 C -1.4987 2.1864 1.2630
11 N -1.3083 0.8778 0.7596
12 C -2.1115 -0.1621 1.3486
13 C -1.9182 -0.4438 2.7011
14 C -2.5964 -1.4751 3.3181
15 C -3.4831 -2.2389 2.5713
16 C -3.7261 -1.9332 1.2432
17 C -3.0727 -0.8741 0.6077
18 N -3.3932 -0.4831 -0.7207
19 C -4.1059 0.7990 -0.7585
20 C -4.1413 -1.4726 -1.4900
21 H 2.1076 3.7974 1.3684
22 H 2.7754 2.2865 0.7508
23 H 1.7493 2.2757 2.2048
24 H 1.1945 4.3768 -0.5916
25 H 0.0317 3.3603 -1.4670
26 H 1.7539 2.9215 -1.4342
27 H 0.2586 5.0813 1.3597
28 H -1.7932 5.8295 2.4795
29 H -3.6714 4.2557 2.8139
30 H -3.4802 1.9167 2.0545
31 H -1.2199 0.1630 3.2642
32 H -2.4356 -1.6833 4.3667
33 H -4.0185 -3.0571 3.0343
34 H -4.4668 -2.5068 0.7052
35 H -4.3417 1.0434 -1.7936
36 H -3.4956 1.5971 -0.3440
37 H -5.0488 0.7479 -0.2004
38 H -5.1838 -1.5709 -1.1641
39 H -3.6690 -2.4511 -1.4129
40 H -4.1474 -1.1648 -2.5362
41 S 0.3749 0.8491 -4.6361
42 C -1.1941 1.3531 -4.1772
43 C -1.3846 1.2996 -2.8267
44 C -0.2331 0.8539 -2.1162
45 C 0.7928 0.5725 -2.9989
46 C 2.1307 0.2653 -2.5171
47 C 3.2187 -0.0199 -3.3348
48 C 4.4640 -0.2029 -2.7655
49 C 4.5993 -0.0958 -1.3864
50 C 3.4721 0.1649 -0.6367
51 N 2.2536 0.3351 -1.1681
52 H -1.8958 1.6632 -4.9363
53 H -2.3090 1.5929 -2.3574
54 H 3.0841 -0.0784 -4.4064
55 H 5.3230 -0.4129 -3.3888
56 H 5.5589 -0.2033 -0.9017
57 H 3.5377 0.2621 0.4380
58 C 4.0787 -1.0760 3.2093
59 N 3.5785 -1.8332 2.0642
60 C 4.2422 -2.8659 1.4255
61 C 3.4409 -3.3132 0.4450
62 N 2.2729 -2.5519 0.4910
63 C 2.3832 -1.6358 1.4920
64 S 1.2525 -0.4572 1.9587
65 C 1.1195 -2.8402 -0.2890
66 C 0.9214 -4.1560 -0.6746
67 C -0.1537 -4.4596 -1.4910
68 C -1.0108 -3.4403 -1.8719
69 C -0.7699 -2.1668 -1.4070
70 N 0.2841 -1.8510 -0.6199
71 H 5.1184 -1.3451 3.3681
72 H 3.4968 -1.3150 4.0966
73 H 3.9988 -0.0103 3.0035
74 H 5.2281 -3.1789 1.7202
75 H 3.6058 -4.0730 -0.2956
76 H 1.5850 -4.9312 -0.3238
77 H -0.3231 -5.4787 -1.8112
78 H -1.8589 -3.6253 -2.5147
79 H -1.4403 -1.3486 -1.6440

As for the charge: +2. The LUMO energy comes out at -6.296 eV. The calculation puts the HOMO energy at -13.0 eV.

***

The following energy above the lowest of the compared OMol25 structures with the same formula, charge and spin values (in kJ/mol) correspond, in order, to the records above: 29.56; 19.58; 6.91.